DFT (wB97M-V/def2-TZVPD) results for a structure of composition C16H22N4PdSi2 at a distorted geometry.

Structure (ORCA input):
```
! RIJCOSX wB97M-V def2-TZVPD def2/J DEFGRID3
* xyz 2 5
Pd -0.35986 -0.34366 -0.31061
N -2.33509 -1.90876 -3.75463
C -1.65170 -1.00944 -4.49212
C -0.85390 -0.28268 -3.61054
N -1.05232 -0.73470 -2.36737
C -1.96093 -1.73300 -2.45193
C -2.35280 -2.38918 -1.27155
N -1.80526 -1.99573 -0.09906
C -2.33660 -2.76617 0.85655
C -3.23391 -3.65969 0.27466
N -3.23240 -3.41173 -1.05130
H -2.99561 -2.57649 -4.12805
H -1.75931 -0.93084 -5.56261
H -0.16904 0.52128 -3.82498
H -2.06750 -2.65852 1.89449
H -3.84591 -4.42603 0.72397
H -3.79131 -3.90955 -1.73057
C -1.14045 3.28191 -0.43650
Si -0.90824 1.76814 0.68136
C -2.02049 1.80755 2.21637
C 0.96348 1.87419 1.36161
C 1.18286 3.04548 2.08567
C 2.43836 3.27770 2.63174
C 3.46154 2.36071 2.46166
C 3.25104 1.19188 1.74193
C 1.99308 0.95137 1.19048
Si 1.93864 -0.78331 0.20796
C 3.23920 -0.64323 -1.16458
C 2.35864 -2.11764 1.48784
H -1.02066 4.19196 0.15393
H -2.15028 3.28771 -0.85408
H -0.43171 3.30901 -1.26318
H -1.87968 2.75284 2.74341
H -1.81535 0.99114 2.90761
H -3.07044 1.74626 1.91969
H 0.39290 3.77306 2.22798
H 2.60637 4.18765 3.19359
H 4.43890 2.54528 2.88896
H 4.06224 0.48458 1.61808
H 4.22632 -0.51078 -0.71824
H 3.05042 0.18865 -1.84191
H 3.26226 -1.56311 -1.75403
H 3.36681 -1.94988 1.87076
H 2.34175 -3.10466 1.01918
H 1.66595 -2.12960 2.32835
*
```

Its expectation value of S² is 6.034. As for the energy above the lowest of the compared OMol25 structures with the same formula, charge and spin: 44.97 kJ/mol. For the LUMO energy (alpha / beta), the calculation gives -7.57 / -10.63 eV. The HOMO-LUMO gap (alpha / beta) is 0.1880 / 0.1189 hartree. Its HOMO energy (alpha / beta) is -12.68 / -13.86 eV. Its total energy is -42126.7112 eV.



DFT (wB97M-V/def2-TZVPD) results for a cluster of 2 separate species, C16H22O2 in total at a distorted geometry.

Structure (ORCA input):
```
! RIJCOSX wB97M-V def2-TZVPD def2/J DEFGRID3
* xyz 0 1
C -2.47045 -0.87399 2.46423
C -1.30829 0.05055 2.16676
C -0.03884 -0.61831 2.14952
C 1.23602 -0.01669 2.42129
C 2.35528 -1.01378 2.66396
O 1.45417 1.20175 2.42633
O -1.49694 1.25092 1.92473
H -2.12217 -1.90277 2.60890
H -2.97936 -0.53195 3.37364
H -3.18816 -0.84701 1.63492
H -0.06555 -1.70625 2.08881
H 1.97132 -2.03459 2.77620
H 3.07040 -0.99424 1.83059
H 2.89660 -0.72758 3.57132
C 1.19546 0.00750 -0.80490
C -0.15453 0.57485 -0.80283
C -1.30025 0.13202 -1.46545
C -2.31006 1.08678 -1.84704
C -2.07333 2.55272 -1.67365
C -3.50521 0.65116 -2.39940
C -3.76750 -0.70542 -2.61717
C -5.08451 -1.14954 -3.18848
C -2.75769 -1.62739 -2.31676
C -1.53425 -1.25335 -1.77968
C -0.51687 -2.31064 -1.51384
H 1.88268 0.80608 -0.48736
H 1.28595 -0.78132 -0.04586
H 1.53995 -0.39311 -1.76791
H -0.23213 1.51272 -0.25508
H -2.93610 3.09827 -2.07591
H -1.95656 2.82019 -0.61544
H -1.17812 2.88571 -2.21862
H -4.26208 1.38994 -2.66910
H -5.10654 -2.24245 -3.27817
H -5.92010 -0.83755 -2.54393
H -5.26560 -0.71964 -4.18629
H -2.94314 -2.68540 -2.50662
H -0.94332 -3.28651 -1.77234
H 0.38617 -2.17336 -2.12001
H -0.22711 -2.35623 -0.45694
*
```

As for the energy above the lowest of the compared OMol25 structures with the same formula, charge and spin: 0.00 kJ/mol. For the LUMO energy, the calculation gives -2.37 eV. The HOMO-LUMO gap is 0.1583 hartree. Its HOMO energy is -6.67 eV. Its total energy is -21040.9622 eV.



DFT (wB97M-V/def2-TZVPD) results for a structure of composition C16H23BCrF6N4O5S3 at a distorted geometry.

Structure (ORCA input):
```
! RIJCOSX wB97M-V def2-TZVPD def2/J DEFGRID3
* xyz -1 4
Cr -0.03238 0.05960 -0.57368
C 1.67119 -1.61760 3.12244
C 2.89954 -1.41691 2.25306
S 2.54071 -1.66804 0.46702
O 2.08152 -0.33455 -0.07447
C 4.31194 -1.77997 -0.02589
C 4.55341 -3.12917 -0.69379
H 1.91128 -1.42105 4.16785
H 1.30057 -2.63928 3.04190
H 0.87456 -0.94363 2.83379
H 3.67310 -2.14372 2.50926
H 3.29881 -0.40458 2.33365
H 4.94882 -1.63432 0.84477
H 4.45565 -0.97244 -0.73624
H 4.32512 -3.95496 -0.01702
H 5.59479 -3.21404 -1.00709
H 3.91943 -3.21785 -1.57587
N -2.67883 1.29722 -1.44943
C -1.70833 0.74387 -1.12571
H -3.56219 1.43501 -1.88952
B -1.16948 1.19354 3.76306
C -0.78925 0.83397 2.29126
N -0.52256 0.54487 1.20595
H -0.21806 1.73424 4.28418
H -2.12000 1.94132 3.71026
H -1.45495 0.16140 4.32974
C -0.01136 -4.10783 1.00110
C -0.36987 -4.09839 -0.46302
C -0.49174 -5.30190 -1.13179
C -0.93376 -5.36499 -2.44493
C -1.30551 -4.18080 -3.06936
C -1.20240 -2.94892 -2.45121
C -1.73579 -1.74431 -3.17221
C -0.65189 -2.84527 -1.11890
N -0.43780 -1.69081 -0.48441
H -0.64232 -4.82131 1.53843
H -0.17593 -3.11284 1.40738
H 1.02983 -4.39806 1.16541
H -0.25281 -6.22042 -0.60272
H -1.03273 -6.31364 -2.95802
H -1.70255 -4.21660 -4.07999
H -2.02742 -2.01542 -4.18735
H -0.99833 -0.94783 -3.22612
H -2.61174 -1.35731 -2.64325
F 0.57943 4.71589 -2.08809
C 1.63990 3.92082 -2.27561
F 2.61613 4.31935 -1.45392
F 2.05947 4.07321 -3.53262
S 1.11894 2.16571 -1.93187
O 0.81194 2.22893 -0.52266
O 0.05068 1.98581 -2.87534
N 2.45495 1.41701 -2.33529
S 2.16850 0.00265 -2.96570
O 0.90312 -0.56959 -2.55760
O 3.31903 -0.84151 -2.98981
C 1.87746 0.37922 -4.79902
F 2.71485 -0.33838 -5.56030
F 0.63229 0.07131 -5.16042
F 2.09450 1.67092 -5.06577
*
```

Its expectation value of S² is 3.810. As for the energy above the lowest of the compared OMol25 structures with the same formula, charge and spin: 106.28 kJ/mol. For the LUMO energy (alpha / beta), the calculation gives 2.35 / 2.35 eV. The HOMO-LUMO gap (alpha / beta) is 0.2145 / 0.2271 hartree. Its HOMO energy (alpha / beta) is -3.49 / -3.83 eV. Its total energy is -111070.5356 eV.